*one*
A 2-piece molecular cluster, C6H15B overall. Source: the Open Molecules 2025 dataset; level of theory: ωB97M-V/def2-TZVPD.

Summary:
- Kohn-Sham gap: 7.396 eV

The geometry in ORCA input format:
```
! RIJCOSX wB97M-V def2-TZVPD def2/J DEFGRID3
* xyz 0 1
B -2.056 0.176 1.540
C 2.071 -0.434 -0.326
C 1.039 1.506 0.723
C -0.972 0.621 -1.363
C -0.933 -1.672 -0.376
C 0.809 0.035 0.486
C -0.523 -0.227 -0.256
H -3.072 0.052 1.197
H -1.563 0.059 2.556
H 2.816 -1.049 0.253
H 1.840 -1.041 -1.165
H 2.612 0.520 -0.620
H 1.908 1.545 1.462
H 1.374 2.098 -0.149
H 0.110 1.943 0.982
H -0.336 0.306 -2.180
H -0.787 1.742 -1.300
H -2.013 0.549 -1.672
H -1.974 -1.715 -0.625
H -0.783 -2.126 0.596
H -0.392 -2.333 -1.171
H 0.824 -0.556 1.409
*
```


*two*
A 2-piece molecular cluster, C6H15B overall. Source: the Open Molecules 2025 dataset; level of theory: ωB97M-V/def2-TZVPD.

Summary:
- Kohn-Sham gap: 8.655 eV

The geometry in ORCA input format:
```
! RIJCOSX wB97M-V def2-TZVPD def2/J DEFGRID3
* xyz 0 1
C 1.284 -1.600 0.872
B 0.200 -1.229 0.032
C -1.135 -0.551 -0.467
C -1.534 0.701 0.370
C -0.818 -0.017 -1.922
C -2.179 -1.679 -0.433
H 2.130 -2.132 0.463
H 1.319 -1.331 1.960
H -2.506 0.881 0.239
H -0.945 1.485 0.011
H -1.198 0.579 1.402
H -1.874 0.203 -2.142
H -0.493 -0.837 -2.596
H -0.078 0.723 -1.765
H -2.364 -1.951 0.632
H -3.150 -1.545 -0.941
H -1.620 -2.527 -0.965
C 2.953 2.115 1.034
H 2.577 2.547 2.009
H 3.809 1.547 1.175
H 2.142 1.703 0.464
H 3.480 2.916 0.566
*
```


Tell me which of them is the most stable. Sure, it is *two*.


*one*
C22H26N4O4 in the gas phase. Source: the Open Molecules 2025 dataset; level of theory: ωB97M-V/def2-TZVPD.

Summary:
- Kohn-Sham gap: 6.930 eV

The geometry in ORCA input format:
```
! RIJCOSX wB97M-V def2-TZVPD def2/J DEFGRID3
* xyz 0 1
C 1.082 -2.998 0.104
N -0.209 -3.094 -0.560
C -0.645 -4.342 -1.169
C -2.085 -4.068 -1.524
N -2.266 -2.668 -1.167
C -3.610 -2.114 -1.190
C -1.180 -2.189 -0.564
C -1.054 -0.857 0.046
H 0.970 -2.503 1.073
H 1.450 -4.020 0.235
H 1.797 -2.427 -0.501
H -0.040 -4.589 -2.047
H -0.536 -5.144 -0.437
H -2.308 -4.231 -2.580
H -2.775 -4.672 -0.931
H -3.597 -1.029 -1.312
H -4.124 -2.545 -2.053
H -4.153 -2.380 -0.272
H -1.938 -0.619 0.655
H -0.137 -0.803 0.637
C 5.885 0.439 0.791
C 5.588 -0.860 0.369
C 4.716 -1.078 -0.699
C 4.075 0.007 -1.320
C 3.009 -0.228 -2.347
O 1.696 -0.059 -1.740
C 0.689 -0.160 -2.671
N -0.605 -0.350 -2.237
N -0.893 0.100 -1.034
C -1.664 1.327 -1.000
O -2.089 1.947 -1.947
O -1.891 1.655 0.304
C -2.760 2.828 0.433
C -2.669 3.343 1.839
C -3.568 2.887 2.814
C -3.425 3.274 4.152
C -2.409 4.159 4.524
C -1.548 4.672 3.543
C -1.691 4.276 2.206
O 0.891 -0.164 -3.882
C 4.473 1.307 -0.985
C 5.353 1.522 0.075
H 6.538 0.610 1.646
H 6.041 -1.715 0.872
H 4.521 -2.082 -1.084
H 3.099 0.479 -3.185
H 3.092 -1.249 -2.749
H -2.407 3.561 -0.307
H -3.783 2.504 0.204
H -4.388 2.236 2.503
H -4.121 2.890 4.902
H -2.283 4.450 5.569
H -0.770 5.388 3.812
H -1.058 4.697 1.421
H 4.086 2.139 -1.581
H 5.628 2.540 0.349
*
```


*two*
C22H26N4O4 as an isolated structure. Source: the Open Molecules 2025 dataset; level of theory: ωB97M-V/def2-TZVPD.

Summary:
- Kohn-Sham gap: 8.527 eV

The geometry in ORCA input format:
```
! RIJCOSX wB97M-V def2-TZVPD def2/J DEFGRID3
* xyz 0 1
C -3.938 -3.047 1.526
C -4.602 -2.042 0.666
C -4.705 -1.927 -0.680
C -5.664 -1.101 -1.427
O -6.474 -1.615 -2.408
N -5.723 0.169 -1.001
C -4.821 0.828 -0.123
C -3.416 0.595 -0.367
C -2.540 1.306 0.444
C -2.877 2.356 1.243
C -4.293 3.005 1.188
C -5.246 2.187 0.306
H -6.152 2.222 0.240
H -4.543 3.768 1.745
H -2.211 2.923 1.725
C -1.176 0.820 0.745
N -0.199 1.295 1.381
O 0.938 0.797 1.343
C 1.026 -0.199 0.325
C 1.403 -1.493 1.262
C 2.883 -1.634 0.743
N 3.081 -0.419 0.087
C 4.408 0.177 -0.079
O 5.335 -0.431 0.529
C 4.514 1.558 -1.060
C 3.929 2.443 -0.324
C 3.887 3.650 -0.790
H 2.895 4.348 -0.982
H 4.358 3.916 -1.598
H 4.355 4.430 0.050
H 3.216 2.364 0.494
C 5.468 1.386 -2.075
H 6.402 0.865 -1.645
H 5.795 2.293 -2.214
H 5.028 0.890 -2.834
C 2.014 0.082 -0.676
H 1.782 -0.803 -1.713
H 2.016 0.921 -0.818
H 3.545 -1.471 1.735
C 3.175 -2.841 0.246
O 2.537 -3.858 -0.029
N 4.472 -3.040 0.229
H 4.870 -3.966 -0.458
H 5.179 -2.477 0.245
H 0.844 -2.382 0.694
H 1.396 -1.509 2.199
C -0.452 -0.467 -0.044
H -0.906 -1.420 0.263
H -0.587 -0.170 -1.274
H -3.201 -0.209 -0.774
H -6.394 0.857 -1.494
H -4.411 -2.765 -1.307
H -5.055 -1.207 1.164
H -3.430 -3.842 0.881
H -3.123 -2.621 2.177
H -4.613 -3.494 2.320
*
```


Tell me which of them is the most stable. Sure, it is *one*.


*one*
C5H11IN2 in the gas phase. Source: the Open Molecules 2025 dataset; level of theory: ωB97M-V/def2-TZVPD.

Summary:
- Kohn-Sham gap (spin up / spin down): 7.457 / 7.458 eV

The geometry in ORCA input format:
```
! RIJCOSX wB97M-V def2-TZVPD def2/J DEFGRID3
* xyz 0 1
C 2.373 -1.318 -0.950
C 1.422 -0.925 0.171
C 0.202 -0.529 -0.096
N -0.613 0.333 0.671
C -0.815 -0.060 1.975
N -1.582 1.040 0.086
C -1.189 1.749 -1.077
I -3.522 -0.279 -0.242
H 1.823 -1.712 -1.793
H 2.851 -0.369 -1.320
H 3.245 -1.907 -0.797
H 1.864 -0.708 1.089
H -0.240 -0.867 -1.070
H -1.796 0.285 2.513
H -0.805 -1.164 2.255
H 0.023 0.498 2.484
H -2.092 2.191 -1.462
H -0.532 2.564 -0.656
H -0.615 1.180 -1.782
*
```


*two*
A 2-piece molecular cluster, C5H11IN2 overall. Source: the Open Molecules 2025 dataset; level of theory: ωB97M-V/def2-TZVPD.

Summary:
- Kohn-Sham gap: 8.567 eV

The geometry in ORCA input format:
```
! RIJCOSX wB97M-V def2-TZVPD def2/J DEFGRID3
* xyz 0 1
C 0.211 -0.791 1.674
C 1.171 -0.632 0.802
C 2.672 -0.593 0.989
C 2.844 -0.294 -0.487
C 1.373 -0.541 -0.701
H 0.508 -0.773 2.667
H -0.853 -0.776 1.494
H 3.042 -1.555 1.395
H 3.066 0.129 1.722
H 3.003 0.700 -0.645
H 3.490 -0.890 -1.105
H 0.841 0.096 -1.369
H 0.967 -1.515 -1.317
N -2.310 0.844 -2.349
N -2.196 0.931 -0.980
I -3.421 -0.506 0.158
H -3.273 1.090 -2.653
H -2.042 -0.047 -2.772
H -1.204 0.690 -0.671
*
```


Tell me which of them is the most stable. Sure, it is *one*.


*one*
A 2-piece molecular cluster, C2H6N6 overall. Source: the Open Molecules 2025 dataset; level of theory: ωB97M-V/def2-TZVPD.

Summary:
- Kohn-Sham gap: 9.485 eV

The geometry in ORCA input format:
```
! RIJCOSX wB97M-V def2-TZVPD def2/J DEFGRID3
* xyz 0 1
N 0.838 1.316 -0.722
C 0.901 0.060 -0.234
C 1.993 -0.542 0.424
N 1.676 -1.786 0.750
N 0.477 -1.948 0.247
N 0.010 -0.922 -0.441
H -0.010 1.571 -1.211
H 1.372 2.018 -0.197
H 2.830 -0.013 0.687
H -0.309 -2.641 0.373
H -3.782 2.150 -0.427
N -3.441 1.150 -0.563
N -3.059 0.761 0.524
H -2.668 -0.277 0.428
*
```


*two*
C2H6N6 in the gas phase. Source: the Open Molecules 2025 dataset; level of theory: ωB97M-V/def2-TZVPD.

Summary:
- Kohn-Sham gap: 9.450 eV

The geometry in ORCA input format:
```
! RIJCOSX wB97M-V def2-TZVPD def2/J DEFGRID3
* xyz 0 1
N -1.141 0.514 2.299
C -0.549 0.080 1.221
N 0.730 -0.253 1.153
N 1.270 0.384 -0.129
C 0.531 0.156 -1.270
N 1.211 -0.008 -2.394
N -0.885 -0.268 -1.197
N -1.241 -0.481 0.178
H -2.138 0.784 1.939
H 0.948 0.338 1.803
H 2.189 0.010 -0.185
H 2.201 0.289 -2.169
H -0.946 -1.360 -1.661
H -2.178 -0.186 0.413
*
```


*three*
C2H6N6 as an isolated structure. Source: the Open Molecules 2025 dataset; level of theory: ωB97M-V/def2-TZVPD.

Summary:
- Kohn-Sham gap: 9.338 eV

The geometry in ORCA input format:
```
! RIJCOSX wB97M-V def2-TZVPD def2/J DEFGRID3
* xyz 0 1
C -0.781 0.010 0.154
C -0.575 1.368 -1.872
N 1.325 0.371 -0.767
N 1.713 -0.330 0.172
N -1.935 -0.085 0.564
N -0.073 0.582 -0.775
N 0.807 -0.727 1.000
N 0.939 -1.628 2.011
H -1.640 1.536 -1.723
H -0.042 2.320 -1.897
H -0.412 0.848 -2.818
H -2.168 -0.679 1.341
H 1.289 -1.182 2.860
H 1.551 -2.402 1.752
*
```


Tell me which of them is the most stable. Sure, it is *one*.


*one*
C12H21N3OS2 as an isolated structure. Source: the Open Molecules 2025 dataset; level of theory: ωB97M-V/def2-TZVPD.

Summary:
- Kohn-Sham gap: 8.812 eV

The geometry in ORCA input format:
```
! RIJCOSX wB97M-V def2-TZVPD def2/J DEFGRID3
* xyz 0 1
C -5.870 -2.280 -2.838
C -5.296 -0.904 -2.524
C -4.655 -0.859 -1.140
C -4.076 0.517 -0.820
C -3.437 0.556 0.565
C -2.822 1.908 0.887
H -2.416 1.922 1.897
H -3.545 2.713 0.762
S -1.444 2.344 -0.230
C -0.206 1.308 0.395
N -0.390 0.513 1.411
S 0.996 -0.315 1.741
C 1.783 0.502 0.422
N 1.013 1.335 -0.202
N 3.089 0.248 0.116
C 3.784 -0.674 0.850
O 3.242 -1.251 1.770
C 5.200 -0.920 0.406
C 5.258 -2.134 -0.536
C 4.551 -1.884 -1.862
H 3.486 -1.719 -1.715
H 4.669 -2.746 -2.514
H 4.973 -1.018 -2.368
H 6.307 -2.370 -0.724
H 4.806 -2.989 -0.032
H 5.604 -0.039 -0.095
H 5.797 -1.133 1.293
H 3.495 0.744 -0.665
H -4.193 0.341 1.325
H -2.663 -0.209 0.642
H -4.870 1.267 -0.874
H -3.325 0.777 -1.569
H -3.859 -1.606 -1.086
H -5.403 -1.120 -0.387
H -4.548 -0.642 -3.276
H -6.093 -0.158 -2.577
H -5.088 -3.035 -2.811
H -6.631 -2.551 -2.110
H -6.323 -2.291 -3.827
*
```


*two*
C12H21N3OS2 as an isolated structure. Source: the Open Molecules 2025 dataset; level of theory: ωB97M-V/def2-TZVPD.

Summary:
- Kohn-Sham gap: 9.071 eV

The geometry in ORCA input format:
```
! RIJCOSX wB97M-V def2-TZVPD def2/J DEFGRID3
* xyz 0 1
C -6.727 -1.497 -0.903
C -5.860 -0.691 0.057
C -4.448 -0.490 -0.487
C -3.575 0.319 0.469
C -2.165 0.516 -0.083
C -1.307 1.312 0.885
H -1.184 0.785 1.830
H -1.727 2.301 1.065
S 0.367 1.626 0.231
C 1.088 0.073 0.459
N 0.453 -0.934 0.997
S 1.447 -2.237 1.075
C 2.754 -1.303 0.332
N 2.375 -0.095 0.074
N 3.964 -1.865 0.103
C 5.111 -1.339 -0.493
O 6.056 -2.075 -0.632
C 5.077 0.108 -0.875
C 5.336 0.988 0.357
C 5.251 2.463 -0.007
H 5.973 2.711 -0.782
H 5.457 3.079 0.865
H 4.255 2.702 -0.370
H 4.591 0.765 1.122
H 6.323 0.757 0.761
H 5.860 0.280 -1.615
H 4.104 0.364 -1.293
H 4.060 -2.839 0.370
H -1.701 -0.458 -0.249
H -2.213 1.039 -1.041
H -3.516 -0.197 1.430
H -4.036 1.294 0.643
H -4.502 0.024 -1.450
H -3.986 -1.465 -0.659
H -6.321 0.284 0.231
H -5.806 -1.208 1.018
H -7.727 -1.629 -0.498
H -6.809 -0.988 -1.862
H -6.293 -2.480 -1.074
*
```


Tell me which of them is the most stable. Sure, it is *one*.


*one*
C3H5NOS2 in the gas phase. Source: the Open Molecules 2025 dataset; level of theory: ωB97M-V/def2-TZVPD.

Summary:
- Kohn-Sham gap: 9.928 eV

The geometry in ORCA input format:
```
! RIJCOSX wB97M-V def2-TZVPD def2/J DEFGRID3
* xyz 0 1
S -2.383 -1.594 0.087
C -0.688 -1.113 0.262
N -0.091 -0.560 1.227
C 0.587 0.572 0.615
S -0.357 1.759 0.130
C 1.040 -0.092 -0.702
O -0.162 -0.810 -1.004
H -2.150 -1.454 -1.198
H 1.344 0.880 1.239
H -0.358 2.534 1.245
H 1.315 0.664 -1.480
H 1.903 -0.788 -0.421
*
```


*two*
A 2-piece molecular cluster, C3H5NOS2 overall. Source: the Open Molecules 2025 dataset; level of theory: ωB97M-V/def2-TZVPD.

Summary:
- Kohn-Sham gap: 7.456 eV

The geometry in ORCA input format:
```
! RIJCOSX wB97M-V def2-TZVPD def2/J DEFGRID3
* xyz 0 1
C 0.255 -0.232 0.035
C -0.075 2.222 0.968
C 1.474 1.787 0.794
H -1.307 -1.243 -2.132
H -0.212 3.488 0.879
H -0.679 1.520 1.917
H 1.873 2.292 -0.187
H 2.016 1.796 1.695
N 0.091 -1.565 0.335
O 1.403 0.232 0.676
S -1.025 -2.489 -0.685
S -0.442 1.151 -0.609
*
```


Tell me which of them is the most stable. Sure, it is *one*.


*one*
C3H5NOS2 in the gas phase. Source: the Open Molecules 2025 dataset; level of theory: ωB97M-V/def2-TZVPD.

Summary:
- Kohn-Sham gap: 7.875 eV

The geometry in ORCA input format:
```
! RIJCOSX wB97M-V def2-TZVPD def2/J DEFGRID3
* xyz 0 1
O 1.891 -0.780 0.597
C 0.477 -0.323 0.908
C -0.391 -0.044 -0.228
C -1.531 -1.088 -0.297
S -1.804 -2.260 0.663
N -0.656 1.030 -1.004
S 0.584 2.199 -0.420
H 2.096 -0.226 -0.341
H 0.150 -1.153 1.595
H 0.693 0.756 1.441
H -2.230 -0.996 -1.175
H 0.720 2.885 -1.739
*
```


*two*
C3H5NOS2 in the gas phase. Source: the Open Molecules 2025 dataset; level of theory: ωB97M-V/def2-TZVPD.

Summary:
- Kohn-Sham gap: 8.086 eV

The geometry in ORCA input format:
```
! RIJCOSX wB97M-V def2-TZVPD def2/J DEFGRID3
* xyz 0 1
C -1.033 0.349 -0.217
C -1.038 1.637 0.035
C -0.211 -1.688 0.242
N -0.022 -0.450 0.079
O 2.363 -1.284 -0.786
S 2.350 1.191 0.666
S 1.825 0.101 -0.761
H -1.984 -0.056 -0.291
H -0.123 2.050 0.516
H -1.697 2.480 -0.302
H 0.726 -2.228 0.456
H -1.157 -2.102 0.363
*
```


Tell me which of them is the most stable. Sure, it is *two*.


*one*
C2H6O2 in the gas phase. Source: the Open Molecules 2025 dataset; level of theory: ωB97M-V/def2-TZVPD.

Summary:
- Kohn-Sham gap: 10.700 eV

The geometry in ORCA input format:
```
! RIJCOSX wB97M-V def2-TZVPD def2/J DEFGRID3
* xyz 0 1
O -1.188 -1.021 -0.057
C -0.638 0.268 -0.182
C 0.864 0.281 0.088
O 1.516 -0.976 -0.144
H -1.288 -1.106 0.912
H -1.376 1.093 0.330
H -0.898 0.866 -1.279
H 1.316 1.172 -0.482
H 1.021 0.755 1.238
H 0.670 -1.332 -0.425
*
```


*two*
A 2-piece molecular cluster, C2H6O2 overall. Source: the Open Molecules 2025 dataset; level of theory: ωB97M-V/def2-TZVPD.

Summary:
- Kohn-Sham gap: 11.850 eV

The geometry in ORCA input format:
```
! RIJCOSX wB97M-V def2-TZVPD def2/J DEFGRID3
* xyz 0 1
O -1.698 0.018 1.430
C -0.667 -0.485 1.620
O -0.293 -0.795 3.069
H 0.195 -0.649 0.879
H -0.804 -0.207 3.787
C 0.614 0.441 -2.224
H 0.298 -0.402 -2.861
H 0.369 1.507 -2.444
H 1.680 0.392 -2.124
H 0.305 0.181 -1.132
*
```


*three*
C2H6O2 in the gas phase. Source: the Open Molecules 2025 dataset; level of theory: ωB97M-V/def2-TZVPD.

Summary:
- Kohn-Sham gap: 8.328 eV

The geometry in ORCA input format:
```
! RIJCOSX wB97M-V def2-TZVPD def2/J DEFGRID3
* xyz 0 1
O 1.580 -0.813 -0.965
C 0.860 0.012 -0.127
C -1.360 0.214 1.163
O -0.558 -0.162 -0.349
H 1.543 -0.463 -1.864
H 1.065 -0.269 0.908
H 1.033 1.080 -0.293
H -2.371 0.232 0.708
H -1.089 1.292 1.150
H -0.704 -1.122 -0.330
*
```


*four*
A 2-piece molecular cluster, C2H6O2 overall. Source: the Open Molecules 2025 dataset; level of theory: ωB97M-V/def2-TZVPD.

Summary:
- Kohn-Sham gap: 10.421 eV

The geometry in ORCA input format:
```
! RIJCOSX wB97M-V def2-TZVPD def2/J DEFGRID3
* xyz 0 1
C 2.600 1.834 -1.252
O 1.521 2.577 -1.015
H 3.068 1.865 -2.279
H 3.175 1.516 -0.433
C -1.373 -1.306 0.790
O -2.683 -0.731 0.934
H -0.952 -0.882 -0.078
H -0.709 -1.014 1.733
H -1.382 -2.477 0.936
H -3.264 -1.382 0.663
*
```


Tell me which of them is the most stable. Sure, it is *two*.